1.
DFT (ωB97M-V/def2-TZVPD) results for a structure of composition C43H43IrN3O4P3Se2 in a non-equilibrium geometry.

Structure (XYZ):
```
99
Properties=species:S:1:pos:R:3:forces:R:3:lowdin_spin:R:1
H -6.832 -0.269 0.195 -0.02 -0.06 0.03 0.000
H -0.977 -2.728 0.859 0.04 0.01 0.04 0.000
H -2.891 1.725 -2.601 -0.12 0.12 -0.02 0.000
C 1.890 -4.765 2.807 0.01 0.07 -0.01 -0.001
C -6.247 0.628 0.049 -0.03 0.00 -0.04 0.000
H 4.084 -2.341 4.851 0.00 0.01 0.00 0.000
C -2.166 -1.931 -3.321 0.35 0.07 0.18 0.000
C 3.453 -2.993 4.273 -0.06 0.10 0.01 0.003
H -3.880 0.436 -3.340 0.09 -0.05 -0.13 0.000
C 4.572 1.549 5.314 0.06 0.04 0.08 0.000
C -3.558 2.345 4.723 0.01 0.04 0.00 0.000
C -2.908 2.592 2.417 0.17 0.20 0.25 0.000
Se 0.588 -0.334 2.067 0.30 -0.31 0.48 0.680
H 4.738 2.423 -2.058 -0.02 0.07 0.14 0.000
O 2.870 2.623 -0.182 0.13 0.02 -0.09 0.005
C 3.013 1.153 -2.058 -0.07 0.29 0.56 0.002
C -2.817 2.016 1.022 -0.06 -0.21 0.23 0.000
N 2.273 0.264 -2.679 -1.41 -0.66 0.91 0.000
C -3.417 1.816 3.453 -0.03 -0.05 -0.06 0.000
C 2.356 -1.836 -5.632 -0.17 0.01 0.16 0.000
C -4.985 0.727 0.615 0.05 0.00 0.06 0.000
C 1.918 -3.424 2.479 -0.10 -0.06 -0.01 0.007
H -3.341 0.308 -1.651 -0.11 0.01 0.02 0.000
H 1.770 -2.618 -6.090 -0.07 -0.08 -0.09 0.000
C -3.070 0.654 -2.646 0.69 0.09 0.35 0.000
H -2.046 3.747 -0.075 0.06 -0.05 -0.10 0.000
H -2.304 -2.633 -0.275 -0.05 0.05 -0.01 0.000
H 1.672 -3.898 -2.325 0.08 0.02 -0.04 0.000
H 2.571 1.951 2.050 -0.03 -0.01 0.02 0.000
H -1.438 -4.180 -0.074 0.07 0.00 -0.14 0.000
H 4.369 -0.548 5.048 0.00 0.00 0.04 0.000
H -2.162 4.541 1.892 0.11 0.07 -0.04 0.000
H 3.990 -4.689 5.444 0.10 -0.07 0.11 0.000
H -4.195 3.837 -0.442 0.07 0.11 -0.05 0.000
N -1.968 2.765 0.118 0.17 0.23 -0.04 0.001
C 2.689 -0.242 -3.859 0.27 -0.34 -0.70 0.000
P -1.531 -0.183 -3.160 0.03 -1.02 0.76 0.000
H -1.061 1.452 -4.840 -0.01 0.06 -0.12 0.000
H -0.563 -0.149 -5.393 0.03 -0.01 -0.09 0.000
C -4.752 2.922 -0.311 -0.02 -0.07 0.09 0.000
C 3.577 -1.452 -6.211 0.19 0.11 -0.06 0.000
Ir 0.313 -0.205 -1.473 -0.77 1.86 -0.08 -0.006
H -3.690 0.791 3.265 -0.05 -0.10 0.02 0.000
C -1.113 1.951 -0.523 -0.75 0.15 0.85 0.002
H -2.291 0.302 -5.429 -0.08 -0.07 0.17 0.000
H 1.285 -5.448 2.231 -0.05 -0.08 -0.04 0.000
H -0.422 -3.133 -3.781 0.03 -0.05 0.05 0.000
C -2.548 3.909 2.677 -0.07 -0.18 -0.16 0.000
O -0.362 2.238 -1.455 1.10 -0.77 -0.81 0.002
H -7.736 1.587 -1.157 -0.09 0.00 -0.01 0.000
C 4.289 2.811 4.823 0.05 -0.01 0.03 0.000
Se 3.932 -1.111 0.711 0.15 -0.49 0.81 0.151
C 3.382 0.556 3.484 -0.38 -0.46 -0.02 -0.002
C 3.573 2.947 3.645 -0.02 -0.06 -0.05 0.000
C -6.759 1.670 -0.706 -0.07 -0.10 -0.03 0.000
H -2.542 -2.088 -4.335 -0.02 0.09 0.07 0.000
C -1.138 -3.006 -2.966 0.21 0.43 0.06 0.000
C 3.117 1.827 2.975 -0.03 -0.03 0.00 -0.001
H 5.144 1.435 6.223 0.05 0.01 0.08 0.000
H -4.594 -0.092 1.199 0.04 -0.09 0.06 0.000
C -2.695 4.438 3.947 -0.02 0.13 0.11 0.000
H 5.284 -0.191 -6.077 0.08 0.10 -0.05 0.000
H 0.556 -4.927 -1.395 -0.20 0.06 -0.02 0.000
C -4.221 1.873 0.432 -0.12 -0.07 -0.19 0.000
H -3.016 -2.012 -2.640 -0.03 0.10 -0.02 0.000
H 0.994 -1.509 -3.994 -0.02 -0.12 -0.06 0.000
N -1.198 0.685 -0.020 1.75 -0.75 -2.69 0.020
H -6.404 3.644 -1.455 -0.03 0.06 -0.02 0.000
H 5.559 1.550 -4.239 0.13 -0.01 -0.05 0.000
C 4.644 1.179 -3.802 -0.07 0.10 0.35 0.000
C 1.920 -1.239 -4.484 0.01 -0.03 -0.06 0.000
H -3.953 1.728 5.517 -0.01 -0.04 0.05 0.000
C 1.057 -3.962 -1.430 0.26 0.83 0.08 0.000
H 2.623 -6.272 4.139 0.00 -0.10 0.07 0.000
H -2.417 5.466 4.128 0.03 0.05 0.03 0.000
H 1.337 -3.060 1.640 0.03 0.01 0.06 0.000
C 2.698 -2.527 3.209 -0.37 0.66 -0.02 0.010
H 1.705 -3.854 -0.563 0.14 -0.01 0.08 0.000
H -1.640 -3.968 -2.820 0.16 0.05 0.08 0.000
H 4.632 3.686 5.354 0.04 0.08 0.04 0.000
O -2.294 -0.317 1.698 -0.39 0.23 -0.26 0.010
H 3.911 -1.939 -7.112 0.07 -0.06 -0.10 0.000
C 2.638 -5.225 3.880 0.05 -0.03 0.03 0.003
C 4.200 1.666 -2.604 0.02 -0.06 -0.39 0.000
C 3.409 -4.337 4.607 0.02 -0.12 0.02 0.000
C -1.333 -3.096 -0.103 0.28 0.62 0.01 -0.001
C 3.913 0.167 -4.455 -0.46 -0.07 0.31 0.000
C -6.010 2.821 -0.878 0.02 0.10 -0.04 0.000
C 4.338 -0.471 -5.639 -0.14 -0.14 -0.08 0.000
P -0.169 -2.606 -1.428 -0.15 0.71 -0.21 -0.001
C -2.090 0.638 0.975 -0.72 -0.73 0.96 0.001
C 4.126 0.421 4.648 -0.05 -0.09 -0.04 0.000
C 2.579 1.544 -0.642 0.29 0.32 -0.59 0.006
O 1.995 0.565 -0.046 -2.87 -0.37 -1.10 0.092
C -1.352 0.403 -4.888 0.78 0.07 0.64 0.000
P 2.694 -0.827 2.494 1.54 -0.43 -0.61 0.016
C -3.198 3.660 4.975 0.05 -0.01 0.00 0.000
H 3.362 3.925 3.240 -0.01 0.10 -0.04 0.000
H -3.303 4.073 5.967 -0.03 0.04 0.07 0.000
```
Positions in Å, forces in eV/Å.

- <S²>: 0.7622
- LUMO energy (spin up / spin down): -4.039 / -4.086 eV
- Energy above the lowest of the compared OMol25 structures with the same formula, charge and spin: 480.9 kJ/mol
- 2S+1: 2
- HOMO energy (spin up / spin down): -9.1 / -8.8 eV
- E: -219344.2399 eV
- Total charge: +1



2.
DFT (ωB97M-V/def2-TZVPD) results for a structure of composition C43H44AsCl3N4OPPdS in a non-equilibrium geometry.

Structure (XYZ):
```
99
Properties=species:S:1:pos:R:3:forces:R:3:lowdin_spin:R:1
C 4.476 -0.238 0.857 0.02 0.05 -0.03 0.009
H -0.333 -1.911 0.618 -0.13 0.04 -0.01 0.000
C 0.977 -0.659 -4.830 0.06 -0.04 0.02 0.002
C -5.202 -1.207 0.070 0.03 0.01 0.00 0.000
C 1.910 -0.121 -0.204 -0.10 0.08 -0.04 0.011
C 2.936 -6.575 -3.605 -0.03 -0.04 -0.02 0.000
H 3.540 -0.973 2.643 -0.02 0.00 -0.02 0.000
H -2.871 -2.055 2.378 0.02 0.04 0.01 0.000
H -2.817 8.149 0.107 0.03 0.02 -0.03 0.000
H 3.618 -4.604 -3.087 0.02 -0.04 -0.03 0.000
H -1.867 0.095 1.623 0.00 0.00 0.05 -0.001
C 3.080 -4.953 2.901 -0.01 -0.03 0.06 0.000
S -5.244 1.149 -1.488 0.11 0.11 0.06 0.009
C -0.824 0.709 -3.234 0.13 -0.03 0.01 0.016
H 3.890 3.051 1.728 0.00 0.00 0.02 0.000
P 0.202 -0.071 -0.821 0.39 -0.63 -0.19 0.098
Cl 1.587 3.138 0.078 0.49 0.15 -0.25 0.080
H -3.533 6.823 -0.815 0.01 0.00 0.03 0.000
C 1.879 -4.221 0.934 -0.06 0.03 0.05 0.000
H 4.016 -5.098 3.425 0.00 0.00 -0.03 0.000
C 3.074 -4.411 1.625 0.01 0.06 -0.10 0.000
N -2.207 4.818 0.397 -0.34 0.03 -0.23 -0.001
H 1.682 -1.196 -5.452 -0.01 0.01 -0.01 0.000
C -2.646 7.137 -0.259 -0.04 -0.09 0.02 0.000
C 0.599 2.384 2.461 0.68 0.00 0.23 0.006
C -3.350 -1.475 1.600 0.02 0.01 0.02 0.000
H -3.284 4.075 -1.109 -0.16 -0.11 -0.17 0.000
C 2.026 -7.583 -3.322 0.04 -0.01 -0.01 0.000
H 0.383 -8.199 -2.088 0.01 0.01 0.00 0.000
C 1.088 -7.409 -2.313 -0.03 0.01 0.01 0.000
H 5.118 0.568 -1.029 0.00 -0.01 0.02 0.000
C -2.775 -0.290 1.174 -0.07 0.12 0.04 -0.001
C 2.904 -5.392 -2.878 -0.04 0.09 0.05 0.000
H -0.206 0.023 -6.484 0.01 0.00 0.01 0.000
H -1.510 -1.717 -0.674 -0.02 -0.01 0.09 0.001
H -4.465 5.760 1.296 0.01 0.01 0.01 0.000
C 3.390 -0.621 1.630 0.00 -0.02 0.10 -0.001
H -3.824 7.124 2.224 0.01 0.00 0.02 0.000
C -3.592 6.134 1.834 0.02 -0.09 -0.06 0.000
Pd -0.758 2.057 -0.185 -0.29 0.66 0.31 1.275
H 1.886 -5.742 4.502 0.00 0.01 -0.01 0.000
H -1.809 1.252 -5.060 0.01 0.01 0.01 0.000
H 1.965 -1.216 -3.018 -0.02 -0.06 0.05 0.000
H -0.310 6.901 1.035 0.03 0.00 0.04 0.000
H -1.388 7.587 2.238 0.04 0.00 0.00 0.000
C 4.276 0.246 -0.430 0.08 -0.01 0.04 0.000
H 1.266 -0.835 1.731 0.03 -0.03 -0.01 0.000
H -1.052 5.000 -1.224 -0.02 -0.01 -0.07 0.002
H -4.527 3.723 -2.276 -0.02 0.03 0.03 0.000
H -0.485 -3.859 -0.894 -0.04 -0.01 -0.07 0.001
C -4.623 -0.018 -0.347 0.07 0.10 -0.08 0.002
N -2.983 1.667 -0.335 0.35 0.07 0.00 0.074
C 0.686 -4.569 1.560 -0.03 0.05 -0.01 0.000
C -0.082 0.026 -5.409 -0.03 0.02 -0.02 0.002
H 5.477 -0.299 1.264 -0.02 0.00 -0.01 0.001
N -3.750 3.390 -1.730 0.44 0.34 0.18 0.001
H 4.008 -4.130 1.151 0.03 -0.01 0.04 0.000
C -2.378 6.197 0.913 0.08 0.12 0.01 0.000
H -3.397 5.468 2.679 -0.02 0.04 0.02 0.000
H -1.799 7.173 -0.948 0.00 0.04 0.01 0.000
As 2.026 -3.517 -0.885 -0.05 0.14 -0.03 0.000
C 0.824 1.933 3.787 -0.09 0.22 -0.37 0.026
C -3.863 2.175 -1.166 -0.16 -0.57 0.21 0.012
H 2.848 0.688 -1.962 0.03 0.01 0.01 0.000
H -1.530 1.243 -2.606 -0.09 -0.01 -0.04 0.008
O -0.598 2.459 1.958 -0.43 -0.28 -0.90 0.205
H -0.207 4.949 0.181 0.16 -0.02 -0.04 0.000
Cl 4.733 2.433 4.376 0.12 -0.04 0.06 0.009
C 3.031 2.770 2.320 0.16 0.03 -0.02 -0.003
H -6.144 -1.542 -0.342 0.02 -0.02 0.01 0.000
H 3.673 -6.714 -4.386 0.00 0.02 0.01 0.000
H -0.265 -4.420 1.062 0.00 -0.03 -0.01 0.000
C 2.070 1.971 4.378 0.13 -0.06 0.03 -0.004
C 1.771 2.761 1.766 -0.42 -0.32 0.44 0.024
C 3.171 2.394 3.645 -0.21 0.02 -0.12 0.025
H 0.335 -6.106 -0.789 0.00 -0.04 0.00 0.000
C 0.131 -3.009 -1.193 0.02 0.22 0.06 0.006
H -0.833 5.918 2.423 -0.01 0.02 0.02 0.000
C -0.439 -1.781 -0.463 0.01 0.23 0.07 0.015
C 1.884 -5.311 3.509 0.01 0.00 -0.01 0.000
C 2.998 0.312 -0.958 -0.09 -0.08 -0.01 0.008
C 2.108 -0.548 1.109 0.00 -0.08 -0.04 0.008
H 0.000 -2.911 -2.269 0.08 0.03 -0.10 0.000
H 2.053 -8.509 -3.881 0.00 0.02 0.00 0.000
C -4.547 -1.933 1.052 -0.11 -0.06 -0.07 0.000
C -0.983 0.716 -4.612 0.00 0.00 -0.01 0.001
C 1.963 -5.207 -1.869 0.03 0.01 0.00 0.000
H -0.250 -5.392 3.304 0.01 0.01 0.01 0.000
H -2.216 4.171 1.181 0.06 -0.04 0.02 0.000
C 0.687 -5.115 2.837 -0.01 0.02 0.01 0.000
C -1.149 6.672 1.696 -0.07 -0.06 -0.03 0.000
H 2.188 1.663 5.408 -0.01 -0.02 -0.02 0.000
H -4.989 -2.855 1.406 0.04 0.01 0.01 0.000
C 0.231 0.010 -2.640 -0.18 0.08 0.13 0.024
C 1.058 -6.227 -1.589 -0.01 0.04 0.01 0.000
C 1.135 -0.674 -3.453 0.00 0.00 0.04 0.004
N -0.999 4.556 -0.315 -0.39 -0.34 0.27 0.039
Cl -0.538 1.363 4.673 -0.08 -0.03 0.10 0.006
C -3.414 0.443 0.179 -0.18 -0.15 0.13 0.002
```
Positions in Å, forces in eV/Å.

- <S²>: 2.0084
- LUMO energy (spin up / spin down): -1.951 / -4.558 eV
- Energy above the lowest of the compared OMol25 structures with the same formula, charge and spin: 41.7 kJ/mol
- 2S+1: 3
- HOMO energy (spin up / spin down): -10.3 / -10.3 eV
- E: -175318.0601 eV
- Total charge: +1